(1)
# C5H6ClO2S2

A 2-piece molecular cluster, C5H6ClO2S2 overall in a non-equilibrium geometry (ωB97M-V with the def2-TZVPD basis set, the OMol25 dataset).

- HOMO-LUMO gap: 5.901 eV
- E_HOMO: -0.09815 Ha
- Net charge: -1

```
16
C5H6ClO2S2, DFT ωB97M-V with the def2-TZVPD basis set
Cl 0.12 -2.47 -2.77
S -1.36 -1.49 -0.31
S 1.44 -0.91 -0.49
O 0.87 0.17 2.96
O -0.10 -1.83 2.49
C -0.35 1.09 0.15
C 0.24 -1.99 -0.96
C 0.43 -0.87 2.69
C -1.23 0.32 -0.80
C 1.10 0.98 -0.44
H 1.18 1.62 -1.46
H 1.85 1.39 0.19
H -2.24 0.51 -0.63
H -0.45 0.76 1.16
H -0.87 0.54 -1.83
H -0.62 2.18 0.05
```

Atomic partial charges in e from the natural (NBO) method, atoms 1 to 5: number 1, Cl, carries -0.23; number 2, S, carries 0.16; number 3, S, carries 0.17; number 4, O, carries -0.57; number 5, O, carries -0.47

***

(2)
# C3H2ClNO2

One molecule with the formula C3H2ClNO2 in a non-equilibrium geometry (ωB97M-V with the def2-TZVPD basis set, the OMol25 dataset).

- HOMO-LUMO gap (alpha / beta): 7.957 / 7.187 eV
- E_HOMO (alpha / beta): -0.30036 / -0.27696 Ha

```
9
C3H2ClNO2, DFT ωB97M-V with the def2-TZVPD basis set
Cl -0.37 -3.08 -0.93
O 0.32 0.07 2.65
O -0.14 -0.71 -1.18
N -0.26 -1.61 -0.17
C 0.14 0.53 -0.91
C 0.29 0.40 1.55
C 0.14 1.04 0.42
H -0.05 1.22 -1.83
H -0.07 2.14 0.40
```

Atomic partial charges in e from the natural (NBO) method, atoms 1 to 5: number 1, Cl, carries 0.11; number 2, O, carries -0.39; number 3, O, carries -0.25; number 4, N, carries -0.35; number 5, C, carries 0.22

***

Across the entries above, energy relative to the best compared isomer or geometry (same formula, charge and spin) takes the values 40.0, 125.4 kcal/mol, respectively.